# C25H60CdF6N2O12S2

C25H60CdF6N2O12S2 as an isolated structure at a distorted geometry (ωB97M-V/def2-TZVPD, the Open Molecules 2025 dataset).

* multiplicity: 1
* energy relative to the best compared isomer or geometry (same formula, charge and spin): 0.0 kJ/mol
* total energy: -96980.919 eV
* E_HOMO: -7.02 eV

Structure (XYZ):
```
108
Properties=species:S:1:pos:R:3:forces:R:3:mulliken_charge:R:1
Cd 0.036394 0.175812 0.616882 -1.352 0.687 -2.367 2.609
C -3.806846 -1.056218 -1.731938 -0.858 1.248 -1.318 -1.721
C -2.612386 -1.600278 -2.546218 0.114 -1.076 0.305 1.994
C -2.982796 -1.923948 -3.998858 -0.151 1.126 -1.768 -1.621
C -3.024756 -0.709208 -4.941358 -0.005 1.302 0.090 -0.892
C -1.674716 0.002622 -4.893008 0.956 -1.379 0.665 -1.471
C -1.230136 0.429262 -3.471548 0.551 -0.462 -0.510 1.554
N -1.366826 -0.755358 -2.577908 0.629 -0.731 2.533 0.163
O -0.973366 -0.435758 -1.126968 -1.386 -0.313 -3.056 0.379
C -1.955496 1.705012 -3.053308 -0.688 -0.055 0.164 -0.963
C 0.315154 0.672782 -3.618258 -1.291 0.273 1.017 -0.872
C -2.475866 -3.067798 -1.958878 0.932 0.216 0.575 -1.455
H -4.224416 -0.129848 -2.126378 0.567 0.632 -0.310 0.396
H -3.675006 -0.830928 -0.673658 0.374 -0.756 -0.057 -0.059
H -4.685196 -1.650298 -1.984288 0.104 -0.771 0.744 0.522
H -3.823946 -2.606098 -4.122288 -0.623 0.511 0.538 0.556
H -2.264706 -2.489578 -4.592588 0.970 -0.478 0.980 0.166
H -3.705786 0.110622 -4.712948 -0.797 -0.359 0.354 0.335
H -3.254846 -1.008738 -5.963828 0.010 -0.139 -0.035 0.493
H -1.506816 0.799112 -5.617928 -0.432 0.219 0.138 0.445
H -0.880546 -0.717268 -5.090888 -0.069 -0.440 -0.629 0.434
H -1.449196 2.275372 -2.274558 0.022 -0.144 0.069 -0.460
H -2.964486 1.451702 -2.727908 0.083 -0.038 0.425 0.251
H -2.162956 2.374022 -3.888468 0.513 0.066 -0.277 0.382
H 0.479314 1.374332 -4.436168 0.236 0.038 0.036 0.551
H 0.861214 -0.262738 -3.739568 -0.160 0.037 -0.216 0.093
H 0.603244 1.093582 -2.654908 0.447 0.166 -0.035 -0.786
H -2.235786 -3.124038 -0.897128 -0.121 0.479 0.098 -0.085
H -1.750596 -3.740738 -2.416298 0.313 0.428 -0.456 0.168
H -3.415706 -3.602758 -2.095328 -0.230 0.332 -0.005 0.566
C 0.954424 -0.418288 4.916492 -0.256 0.436 -0.260 0.544
F -0.046666 -1.062228 5.411092 -0.848 -1.015 0.618 -0.195
F 0.502224 0.823972 4.676352 0.645 0.028 -0.823 -0.185
F 1.899344 -0.338028 5.838822 0.616 -0.145 -0.493 -0.205
S 1.586784 -1.361948 3.331802 1.766 0.441 -0.851 0.771
O 2.813124 -0.686718 2.915062 -2.572 0.608 0.152 -0.916
O 1.846584 -2.730998 3.711642 -1.261 1.010 -0.093 -0.667
N 0.379924 -1.112898 2.108142 2.204 -3.177 4.756 -0.373
S -0.687056 -2.325538 2.267042 -3.628 0.057 0.020 0.669
O -1.031526 -2.554758 3.649052 0.670 -0.639 -0.993 -0.593
O -1.828126 -1.998438 1.400662 2.194 -0.783 0.574 -0.554
C 0.247944 -3.892608 1.584082 -0.019 -0.989 -0.794 0.529
F -0.342286 -4.559578 0.581572 -1.479 0.399 0.363 -0.234
F 1.347764 -3.472838 1.006482 1.360 0.772 0.406 -0.135
F 0.507024 -4.810758 2.515042 -0.204 0.856 0.120 -0.225
C 0.869724 -3.916978 -3.874738 0.017 -0.830 0.022 -1.180
C 1.659154 -3.700288 -2.573968 -1.535 1.834 -0.677 -0.360
O 1.209254 -2.392438 -2.066268 1.394 -0.717 -0.077 -0.505
H -0.191116 -4.051108 -3.663278 0.021 -0.022 0.034 0.204
H 1.201024 -4.800098 -4.421038 0.055 -0.234 0.155 0.470
H 0.939244 -3.107958 -4.601888 0.292 0.344 0.363 0.248
H 2.718704 -3.641968 -2.823068 0.032 -0.027 0.522 0.385
H 1.398534 -4.394488 -1.775058 0.412 -0.464 -0.349 0.254
H 0.296974 -2.271788 -2.339758 -0.689 0.509 -0.005 -0.278
C -2.802666 3.529972 1.425032 0.115 0.046 0.021 -1.457
C -2.436426 2.200932 0.707972 -1.197 0.476 0.770 0.270
O -1.688366 1.200982 1.447862 -0.638 1.840 -0.420 0.651
H -2.103626 4.353222 1.277692 0.236 -0.192 -0.223 0.326
H -2.978666 3.532822 2.500732 0.064 -0.663 0.114 0.279
H -3.751746 3.845302 0.991552 -0.012 0.116 -0.111 0.448
H -1.993796 2.497802 -0.242838 0.591 -0.719 0.256 -0.536
H -3.396316 1.747452 0.460832 0.056 -0.255 -0.167 0.531
H -2.121736 1.060472 2.292872 -0.343 -0.424 0.453 -0.523
C 4.064694 -1.081388 -0.436648 0.740 -0.028 0.657 -1.230
C 3.150464 0.140012 -0.362558 0.305 -1.522 -1.375 -0.050
O 1.840254 -0.369998 -0.335848 0.249 0.323 0.653 1.407
H 5.123794 -0.825128 -0.409608 0.018 0.152 -0.112 0.424
H 3.867754 -1.657448 -1.340788 -0.084 0.232 -0.194 0.397
H 3.916324 -1.781958 0.385112 -0.205 0.228 0.234 0.060
H 3.194694 0.565532 -1.365088 0.636 1.124 0.172 -0.003
H 3.287484 0.831812 0.468542 0.198 -0.152 -0.187 0.310
H 1.710634 -1.004418 -1.044578 -0.313 -0.870 -0.701 -0.431
C 0.532194 5.229332 -1.458558 -0.275 -1.135 -0.788 -0.867
C 1.509614 4.194042 -2.128428 -0.785 1.746 -0.454 -0.002
O 2.566324 3.925352 -1.285198 1.105 -0.568 1.853 -0.533
H 0.869724 6.256322 -1.319018 0.554 -0.269 -0.199 0.364
H 0.128164 4.898182 -0.501908 0.276 -0.266 0.209 -0.039
H -0.351636 5.270762 -2.095138 -0.044 0.141 -0.182 0.369
H 1.969214 4.639642 -3.010648 -0.599 0.205 -0.503 0.462
H 1.046974 3.252412 -2.424068 -0.649 0.163 -0.026 -0.054
H 3.094494 3.227212 -1.679208 0.202 -0.080 0.063 0.303
C 6.777684 -1.821568 4.171122 -0.684 -0.054 -0.700 -1.192
C 5.902824 -1.893438 2.875622 1.564 -0.082 1.276 -0.068
O 5.333544 -0.649728 2.691262 0.360 1.463 -0.578 -0.534
H 7.558964 -2.575028 4.271152 -0.489 -0.596 0.043 0.378
H 6.060994 -1.805358 4.992202 0.584 0.153 0.441 0.256
H 7.372764 -0.913158 4.077482 -0.435 0.365 0.269 0.274
H 5.091894 -2.619498 2.933362 0.443 -0.600 -0.140 0.258
H 6.667474 -2.064928 2.118002 -0.579 -0.428 -0.759 0.262
H 4.379494 -0.676138 2.794642 0.176 -0.181 0.059 0.583
C -5.225946 1.201102 3.988622 -0.666 -0.263 0.194 -0.972
C -4.042356 0.576352 4.681712 -0.646 1.722 2.304 -0.468
O -3.221326 -0.033588 3.787302 1.236 -0.790 -1.577 -0.173
H -4.835626 1.763182 3.140202 -0.291 -0.063 -0.173 0.129
H -5.858866 1.856872 4.586522 0.370 0.151 0.301 0.368
H -5.916286 0.410622 3.694222 0.039 -0.042 -0.589 0.367
H -4.269546 -0.102778 5.503472 -0.601 -0.218 0.004 0.328
H -3.487786 1.363302 5.192842 0.345 0.167 -0.174 0.292
H -3.783156 -0.685968 3.362622 0.430 -0.476 -0.494 0.175
C 0.867104 3.743052 2.463802 0.608 0.917 0.492 -1.264
C 1.593574 2.728932 1.607552 1.140 1.668 2.022 -0.201
O 0.710034 2.240732 0.636302 0.845 0.572 -0.548 0.853
H 1.529094 4.566382 2.732142 0.442 -0.139 0.236 0.437
H 0.557054 3.297572 3.409062 -0.719 0.186 -0.242 0.179
H 0.121094 4.296112 1.893102 -0.527 -0.548 0.197 0.111
H 2.065304 2.032752 2.301032 -0.503 -0.991 -0.466 0.147
H 2.456934 3.234512 1.175002 -0.138 -0.150 -0.644 0.515
H 0.904124 2.876612 -0.056218 -0.348 -0.263 -0.954 -1.060
```
Positions in Å, forces in eV/Å.

***

# C25H60NO5

A 5-piece molecular cluster, C25H60NO5 overall (ωB97M-V/def2-TZVPD, the Open Molecules 2025 dataset).

* net charge: +1
* multiplicity: 1
* energy relative to the best compared isomer or geometry (same formula, charge and spin): 0.0 kJ/mol
* total energy: -38616.495 eV
* E_HOMO: -11.11 eV

Structure (XYZ):
```
91
Properties=species:S:1:pos:R:3:forces:R:3:mulliken_charge:R:1
C -1.035100 -0.355886 -2.191463 -0.021 -0.041 -0.025 -0.972
C 0.491597 -0.544239 -2.158005 -0.041 -0.005 -0.005 -0.322
C 1.297628 0.751943 -1.925497 0.030 0.073 -0.019 -0.156
C 2.442324 0.524162 -0.946927 -0.046 -0.062 0.116 -0.436
O 3.544655 1.450555 -1.138377 -0.096 -0.032 0.019 -0.474
N 3.174001 2.749905 -0.734971 -0.083 0.043 0.060 0.647
C 3.628716 2.974082 0.682998 0.000 0.002 0.193 -1.168
C 3.746531 4.447636 1.053055 0.046 0.015 0.057 0.146
C 4.521702 5.296356 0.019304 -0.023 -0.057 -0.041 -0.848
C 4.936132 4.469203 -1.199782 -0.139 0.049 -0.043 -0.774
C 3.721766 3.735361 -1.741929 0.174 0.061 -0.067 -0.531
H -1.435716 -0.499482 -3.196151 0.021 0.031 0.070 0.325
H -1.332014 0.646446 -1.868101 0.033 -0.090 0.028 0.323
H -1.521256 -1.081439 -1.537251 0.003 0.043 -0.088 0.065
H 0.746146 -1.273267 -1.381943 -0.059 0.090 0.000 0.150
H 0.825318 -0.988595 -3.098430 0.033 -0.031 0.121 0.399
H 1.721264 1.130775 -2.861674 -0.071 -0.091 0.020 0.316
H 0.615645 1.524074 -1.543825 0.104 -0.052 -0.020 -0.058
H 2.107571 0.598801 0.093642 0.003 -0.115 -0.029 0.223
H 2.909148 -0.452555 -1.070057 0.033 0.108 -0.137 0.449
H 2.150863 2.792597 -0.758444 0.015 0.051 -0.065 0.200
H 2.895022 2.474457 1.317048 0.095 -0.022 -0.019 0.505
H 4.571947 2.435310 0.770155 -0.009 0.116 -0.156 0.459
H 4.269428 4.450765 2.012418 -0.125 0.045 -0.029 0.385
H 2.763821 4.871585 1.270108 0.047 -0.046 -0.049 0.023
H 3.882187 6.110965 -0.332097 0.047 -0.034 0.065 0.337
H 5.390637 5.764070 0.482973 -0.024 -0.069 -0.065 0.322
H 5.744745 3.766295 -0.979728 -0.078 0.030 0.018 0.333
H 5.293593 5.122969 -1.998550 0.040 -0.071 0.064 0.432
H 2.915293 4.438818 -1.963507 0.034 -0.056 0.058 0.338
H 3.932813 3.142264 -2.630092 -0.030 0.044 0.063 0.382
C -2.828034 -5.169288 0.361225 0.024 0.009 0.022 -1.146
C -2.418853 -4.434649 -0.901357 -0.032 0.016 -0.029 -0.214
O -1.087419 -3.931972 -0.878996 0.038 0.111 0.015 -0.337
C -0.069518 -4.909672 -0.714214 -0.037 -0.026 0.006 -0.400
C -0.082758 -5.985444 -1.781785 -0.017 -0.120 -0.091 -0.693
H -2.707696 -4.531776 1.238700 0.005 -0.005 -0.002 0.360
H -3.875746 -5.463072 0.286216 0.001 0.010 0.004 0.407
H -2.247724 -6.079943 0.510420 -0.023 -0.015 -0.025 0.211
H -3.042977 -3.549965 -1.037043 -0.005 -0.007 -0.002 0.342
H -2.570802 -5.078107 -1.773883 0.033 -0.010 0.014 0.212
H -0.134249 -5.364119 0.280736 -0.017 0.007 0.001 0.303
H 0.865943 -4.348301 -0.749016 -0.003 -0.002 -0.005 0.318
H -1.000884 -6.573887 -1.760805 0.007 0.002 0.017 -0.084
H 0.748517 -6.676731 -1.631142 0.042 0.057 0.015 0.435
H 0.009583 -5.548107 -2.777855 0.018 0.021 0.014 0.277
C 0.205635 4.812403 5.049574 -0.051 0.009 -0.085 -1.225
C 1.577361 4.632644 4.429412 -0.017 -0.017 0.002 -0.270
O 1.913098 5.623519 3.466813 0.057 -0.036 -0.083 -0.408
C 1.905736 6.968417 3.931720 0.003 0.026 -0.005 -0.365
C 2.885956 7.236425 5.058121 0.011 -0.017 0.003 -1.120
H -0.552802 4.851817 4.265726 -0.043 -0.009 0.051 0.273
H -0.011877 3.969884 5.707618 -0.008 -0.009 -0.015 0.403
H 0.136339 5.719772 5.649683 0.034 -0.014 0.020 0.370
H 1.601836 3.693157 3.870893 0.020 -0.025 0.021 0.265
H 2.351804 4.566720 5.201511 0.001 0.046 -0.002 0.368
H 0.894012 7.264050 4.225051 -0.006 -0.024 0.010 0.321
H 2.171197 7.563346 3.056737 -0.008 0.004 0.009 0.366
H 2.635697 6.680835 5.962312 -0.016 0.017 0.002 0.279
H 2.869026 8.297061 5.311014 0.012 -0.002 -0.009 0.407
H 3.901814 6.970573 4.761558 -0.004 -0.004 0.005 0.295
C -5.309181 -8.228177 -3.210451 0.000 -0.009 0.019 -1.161
C -4.002538 -7.460963 -3.301404 -0.017 0.002 0.000 -0.278
O -3.035292 -7.848168 -2.337737 0.004 0.076 0.038 -0.327
C -2.613238 -9.202995 -2.386800 0.027 -0.012 0.014 -0.420
C -1.967404 -9.601911 -3.701388 0.005 0.019 -0.010 -1.072
H -5.741378 -8.136306 -2.213207 0.005 -0.009 -0.003 0.319
H -6.020095 -7.826784 -3.933913 -0.003 0.009 0.013 0.400
H -5.179651 -9.287875 -3.432075 -0.002 0.007 -0.024 0.277
H -4.180580 -6.402945 -3.102347 -0.004 -0.003 -0.018 0.305
H -3.588471 -7.531770 -4.313322 0.013 -0.022 0.008 0.314
H -3.445566 -9.874079 -2.149986 -0.015 0.018 -0.015 0.380
H -1.889486 -9.293625 -1.575777 -0.011 -0.013 0.000 0.331
H -2.667540 -9.553243 -4.535983 -0.006 -0.024 0.008 0.277
H -1.608040 -10.629578 -3.634669 0.013 0.008 0.005 0.407
H -1.119086 -8.953498 -3.926140 -0.008 0.002 -0.005 0.262
C -3.754174 3.665020 0.639948 -0.006 -0.011 0.016 -1.067
C -2.538235 4.413582 1.153514 -0.038 0.001 -0.013 -0.264
O -1.951166 3.840384 2.312756 0.063 0.030 0.028 -0.399
C -1.483602 2.515178 2.191054 0.016 0.029 0.037 -0.907
C -0.369938 2.347948 1.164394 0.039 0.000 -0.007 -0.266
H -4.511491 3.582898 1.419914 0.007 -0.007 -0.004 0.303
H -4.186104 4.204899 -0.203526 -0.008 0.007 0.014 0.399
H -3.507883 2.659935 0.294343 0.006 0.006 -0.025 0.211
H -2.821526 5.419439 1.461712 0.005 -0.003 -0.015 0.385
H -1.790743 4.521814 0.357443 0.011 -0.022 0.006 0.246
H -2.302034 1.821554 1.972007 0.000 0.021 -0.033 0.406
H -1.103905 2.260795 3.181531 -0.014 -0.019 -0.010 0.397
H -0.714561 2.559946 0.150128 -0.029 -0.010 0.012 0.236
H -0.013681 1.315774 1.191107 0.021 -0.016 -0.012 0.390
H 0.457969 3.023232 1.405028 -0.001 0.029 0.002 -0.047
```
Positions in Å, forces in eV/Å.